# 1
ORCA calculation (ωB97M-V/def2-TZVPD) on a cluster of 4 separate species, C3H14O3S in total.

Values from the calculation:
2S+1 = 2
Gap between HOMO and LUMO (alpha / beta) = 1.6 / 7.8 eV
Charge = -1
Relative energy (zero: lowest compared OMol25 entry of this formula, charge and spin) = 23.6 kcal per mole
Lowest unoccupied orbital energy (alpha / beta) = 2.3579 / 2.2564 eV

Each line ends with the natural charge from an NBO analysis.
Element x y z (Å)
C1 1.336 -2.235 0.234  -0.6332
C2 1.588 -0.694 0.060  -0.4937
S1 0.042 -0.178 -0.929  -0.0137
C3 0.581 1.546 -1.284  -0.7913
H1 1.911 -2.514 1.124  0.2058
H2 0.258 -2.222 0.335  0.2264
H3 1.802 -2.785 -0.627  0.2046
H4 1.481 -0.182 1.019  0.2222
H5 2.363 -0.519 -0.652  0.1996
H6 1.515 1.523 -1.899  0.1883
H7 0.996 1.955 -0.328  0.2002
H8 -0.129 2.243 -1.679  0.2209
H9 4.693 -0.001 1.692  0.4691
H10 4.637 -0.138 3.242  0.4655
O1 4.131 -0.244 2.432  -0.9461
H11 -2.468 1.964 -0.256  0.3965
H12 -3.864 1.913 0.268  0.3318
O2 -2.948 2.040 0.586  -1.1539
H13 -5.982 -0.898 -0.448  0.4290
H14 -5.703 0.106 -1.538  0.3639
O3 -6.242 -0.682 -1.353  -1.0919

---

# 2
ORCA calculation (ωB97M-V/def2-TZVPD) on a cluster of 15 separate species, C62H163N17O24 in total.

Values from the calculation:
Gap between HOMO and LUMO = 8.2 eV
Charge = 0
Lowest unoccupied orbital energy = 0.2712 eV

Each line ends with the Mulliken charge.
Element x y z (Å)
C1 -2.582 6.490 -2.383  0.6879
O1 -3.612 6.683 -1.688  -0.8772
N1 -1.424 6.030 -1.888  0.2430
N2 -2.604 6.619 -3.728  -0.2931
H1 -0.746 5.716 -2.566  0.1819
H2 -1.227 6.075 -0.895  -0.4041
H3 -3.358 7.091 -4.189  0.2262
H4 -1.789 6.333 -4.255  0.2815
C2 0.188 4.293 -5.198  0.4193
O2 -0.350 5.242 -4.617  -0.8748
N3 0.350 3.076 -4.643  0.8808
N4 0.794 4.467 -6.406  -0.3657
H5 -0.036 2.884 -3.727  -0.4560
H6 0.739 2.256 -5.083  0.2723
H7 1.249 3.678 -6.829  0.1367
H8 0.775 5.343 -6.889  0.2523
C3 2.511 6.820 0.431  0.3992
O3 2.310 8.024 0.574  -0.7505
N5 1.546 5.875 0.609  0.2352
N6 3.690 6.267 0.022  -0.3211
H9 1.806 4.907 0.657  0.1403
H10 0.657 6.181 0.994  -0.0836
H11 4.453 6.881 -0.187  0.1961
H12 3.699 5.253 -0.093  0.4236
C4 -1.983 7.039 1.569  -0.1755
O4 -1.134 6.299 1.040  -0.1920
N7 -1.827 7.544 2.819  -0.2984
N8 -3.153 7.314 0.953  -0.1443
H13 -0.944 7.299 3.241  0.2465
H14 -2.369 8.291 3.203  0.1877
H15 -3.288 7.013 -0.040  0.2083
H16 -3.677 8.027 1.422  0.2218
C5 -2.839 -1.746 0.069  -1.2626
C6 -4.040 -1.221 0.788  0.2416
O5 -3.800 0.114 1.227  0.8245
H17 -3.062 -2.805 -0.107  0.6394
H18 -1.886 -1.662 0.587  -0.2760
H19 -2.730 -1.294 -0.921  0.3275
H20 -4.182 -1.849 1.679  -0.1503
H21 -4.953 -1.266 0.184  0.5812
H22 -4.514 0.362 1.856  -0.6030
C7 -1.300 4.609 4.416  -0.3419
C8 -0.186 4.690 3.397  1.3032
O6 0.302 3.374 3.137  -0.3716
H23 -1.774 5.573 4.618  0.4698
H24 -0.946 4.173 5.349  0.5063
H25 -2.100 3.973 4.031  -0.5007
H26 0.673 5.204 3.842  0.2883
H27 -0.476 5.278 2.524  -1.8912
H28 0.174 3.145 2.209  -0.4968
C9 4.314 -2.548 -0.603  -0.7744
O7 5.358 -3.385 -0.166  -0.4111
C10 5.236 -4.740 -0.578  0.2636
C11 6.457 -5.581 -0.192  -0.7839
N9 7.716 -4.987 -0.612  -0.4812
C12 7.850 -4.859 -2.097  -0.5548
C13 7.786 -6.131 -2.940  -0.4661
O8 7.769 -5.630 -4.262  -0.3053
C14 7.723 -6.662 -5.227  -0.7298
H29 4.453 -1.529 -0.249  0.3211
H30 3.314 -2.845 -0.268  0.1635
H31 4.322 -2.553 -1.699  0.5373
H32 5.149 -4.723 -1.674  0.5843
H33 4.259 -5.109 -0.243  -0.2219
H34 6.296 -6.586 -0.593  0.4132
H35 6.500 -5.782 0.882  0.0104
H36 7.546 -3.994 -0.449  0.3314
H37 8.838 -4.448 -2.322  0.4134
H38 7.211 -4.060 -2.486  0.3491
H39 6.890 -6.728 -2.737  0.2785
H40 8.660 -6.738 -2.682  0.3662
H41 7.650 -6.219 -6.215  0.2447
H42 6.875 -7.342 -5.076  0.2926
H43 8.592 -7.318 -5.103  0.3116
C15 2.080 0.730 -3.743  -0.3163
O9 1.358 0.311 -4.880  -0.5749
C16 0.392 -0.711 -4.562  0.4140
C17 -0.283 -1.180 -5.837  -0.3799
N10 0.686 -1.810 -6.702  -0.4598
C18 0.168 -1.867 -8.080  -0.4943
C19 1.245 -2.417 -9.010  -0.7471
O10 2.304 -1.485 -9.031  -0.2705
C20 3.433 -1.962 -9.711  -0.7573
H44 2.779 1.539 -3.958  0.4197
H45 2.692 -0.082 -3.340  0.6474
H46 1.413 1.135 -2.972  -0.3561
H47 -0.269 -0.147 -3.897  -0.3535
H48 0.911 -1.544 -4.080  0.2810
H49 -0.711 -0.247 -6.240  -0.1267
H50 -1.098 -1.853 -5.566  0.4020
H51 1.572 -1.321 -6.699  0.3565
H52 -0.019 -0.821 -8.352  0.2565
H53 -0.740 -2.463 -8.150  0.3738
H54 0.897 -2.606 -10.029  0.5108
H55 1.550 -3.362 -8.543  0.3463
H56 4.223 -1.214 -9.703  0.2251
H57 3.200 -2.255 -10.742  0.2918
H58 3.828 -2.861 -9.220  0.3213
C21 1.392 -0.699 6.180  -0.7100
O11 2.192 -1.587 5.452  -0.2862
C22 2.998 -0.926 4.448  -0.7364
C23 3.454 -1.931 3.443  0.5327
N11 4.223 -3.007 4.001  -0.3230
C24 4.676 -4.019 3.053  0.7396
C25 5.358 -5.108 3.844  -1.0569
O12 4.380 -5.635 4.739  -0.1842
C26 4.715 -6.823 5.408  -0.9457
H59 2.007 0.050 6.692  0.4183
H60 0.816 -1.318 6.869  0.3029
H61 0.606 -0.162 5.634  0.0895
H62 3.793 -0.543 5.093  0.5626
H63 2.461 -0.142 3.905  0.3407
H64 4.123 -1.428 2.727  -0.0373
H65 2.676 -2.311 2.756  -0.2584
H66 3.905 -3.409 4.868  0.4317
H67 5.332 -3.540 2.321  0.1427
H68 3.812 -4.372 2.472  -0.5164
H69 6.222 -4.837 4.454  0.4455
H70 5.658 -5.856 3.098  0.3756
H71 5.043 -7.606 4.715  0.3524
H72 3.880 -7.218 5.980  0.2198
H73 5.559 -6.614 6.076  0.3539
C27 -6.090 1.945 -1.144  -0.2345
O13 -6.518 1.616 -2.447  -0.4943
C28 -6.419 0.251 -2.772  0.1147
C29 -6.517 0.111 -4.274  -1.2192
N12 -5.279 0.413 -4.932  0.0988
C30 -5.154 0.036 -6.338  -0.9494
C31 -4.049 0.851 -7.027  0.1159
O14 -3.929 2.157 -6.522  -0.3709
C32 -2.864 2.845 -7.143  -0.5967
H74 -4.996 2.027 -1.178  0.0398
H75 -6.402 1.294 -0.323  0.2014
H76 -6.421 2.962 -0.934  0.3622
H77 -7.167 -0.332 -2.213  0.4602
H78 -5.483 -0.160 -2.364  -0.1367
H79 -7.383 0.700 -4.625  0.3936
H80 -6.899 -0.858 -4.617  0.5680
H81 -4.944 1.359 -4.822  0.1033
H82 -6.112 0.280 -6.820  0.3915
H83 -4.975 -1.031 -6.477  0.3282
H84 -4.318 0.848 -8.089  0.4142
H85 -3.095 0.326 -6.908  -0.1073
H86 -1.966 2.220 -7.224  0.1857
H87 -2.500 3.723 -6.611  0.1102
H88 -3.198 3.130 -8.145  0.3840
C33 -4.986 4.930 6.169  -0.7153
O15 -5.559 4.849 4.878  -0.2872
C34 -5.062 5.891 4.068  -0.0925
C35 -5.566 5.772 2.619  -1.2332
N13 -4.806 4.889 1.739  -0.1714
C36 -4.599 3.555 2.302  2.2592
C37 -5.898 2.838 2.557  -2.1216
O16 -5.701 1.433 2.570  0.7646
C38 -6.934 0.729 2.798  -1.4166
H89 -5.365 4.145 6.820  0.2462
H90 -5.229 5.892 6.637  0.3446
H91 -3.897 4.872 6.077  0.1954
H92 -3.968 5.943 3.974  -0.1289
H93 -5.309 6.867 4.506  0.7026
H94 -5.600 6.763 2.160  0.5811
H95 -6.633 5.532 2.601  0.3536
H96 -4.001 5.301 1.303  0.0231
H97 -3.920 3.520 3.160  -0.6630
H98 -4.179 2.972 1.473  -0.5580
H99 -6.635 3.100 1.787  0.5650
H100 -6.376 3.204 3.471  0.3208
H101 -7.806 1.220 2.358  0.3996
H102 -7.121 0.587 3.860  0.3535
H103 -6.795 -0.177 2.208  0.2261
C39 5.060 2.824 -3.871  -0.9126
O17 4.222 2.381 -2.837  -0.2824
C40 3.042 3.155 -2.747  -2.0714
C41 2.329 2.847 -1.450  2.0751
N14 3.092 3.320 -0.284  0.1219
C42 2.499 2.862 0.990  -0.2768
C43 2.789 1.417 1.305  0.4521
O18 4.184 1.191 1.080  -0.5362
C44 4.466 -0.134 1.516  -0.9529
H104 5.835 2.074 -4.044  0.2569
H105 5.589 3.738 -3.580  0.3365
H106 4.538 2.944 -4.826  0.2792
H107 2.386 3.037 -3.620  0.5630
H108 3.295 4.222 -2.821  0.7963
H109 2.151 1.770 -1.341  -0.5173
H110 1.336 3.301 -1.522  -0.6016
H111 4.002 2.871 -0.352  0.5502
H112 1.433 3.083 0.916  -0.3558
H113 2.839 3.496 1.815  0.4031
H114 2.185 0.770 0.660  -0.8372
H115 2.586 1.252 2.366  0.7431
H116 5.472 -0.480 1.284  0.6229
H117 3.731 -0.828 1.101  -0.4256
H118 4.406 -0.215 2.607  0.5331
C45 -1.860 1.304 5.221  -0.0382
O19 -2.819 1.193 6.254  -0.4935
C46 -4.132 1.039 5.757  -0.4515
C47 -4.311 -0.056 4.692  0.8213
N15 -4.007 -1.385 5.182  -0.1835
C48 -3.958 -2.425 4.166  -1.3167
C49 -2.719 -2.412 3.277  0.3644
O20 -1.615 -2.816 4.019  -0.5296
C50 -0.366 -2.261 3.610  1.0031
H119 -2.137 1.900 4.352  -0.2543
H120 -1.584 0.312 4.842  0.0829
H121 -0.984 1.691 5.739  0.4327
H122 -4.477 1.959 5.264  -0.2458
H123 -4.833 0.916 6.584  0.4396
H124 -3.685 0.160 3.826  -0.7793
H125 -5.372 -0.004 4.394  0.2306
H126 -4.636 -1.575 5.947  0.3500
H127 -4.890 -2.370 3.580  0.3744
H128 -4.079 -3.392 4.661  0.5112
H129 -2.716 -1.369 2.914  -0.6204
H130 -2.801 -3.015 2.363  0.8006
H131 0.388 -2.702 4.257  0.2500
H132 -0.481 -1.182 3.724  -0.5130
H133 -0.151 -2.633 2.602  -0.4012
C51 -2.249 1.655 -3.087  -0.5119
O21 -1.269 2.370 -2.343  0.6711
C52 -1.858 2.967 -1.208  -1.0934
C53 -0.792 3.344 -0.182  0.7849
N16 0.064 2.260 0.240  1.1523
C54 -0.684 1.122 0.820  1.2998
C55 0.271 -0.066 1.025  0.8571
O22 0.886 -0.410 -0.195  0.0561
C56 0.413 -1.624 -0.746  0.0318
H134 -3.143 2.255 -3.275  0.4049
H135 -2.454 0.676 -2.652  -0.1137
H136 -1.865 1.509 -4.101  -0.0877
H137 -2.687 2.347 -0.829  -0.4495
H138 -2.533 3.832 -1.319  0.6386
H139 -1.400 3.713 0.656  -0.4386
H140 -0.219 4.231 -0.464  -0.5181
H141 0.414 1.801 -0.600  -0.5142
H142 -1.407 0.764 0.075  -0.2969
H143 -1.277 1.350 1.707  -0.0640
H144 -0.380 -0.760 1.555  -0.5904
H145 1.043 0.266 1.727  -1.1566
H146 1.222 -1.988 -1.385  0.2315
H147 -0.461 -1.498 -1.391  0.0445
H148 0.250 -2.412 -0.010  -0.4576
C57 0.928 -6.243 5.190  -0.1713
O23 0.864 -7.468 5.947  -0.4958
C58 1.403 -8.622 5.292  -0.5302
C59 0.928 -8.850 3.872  -0.6384
N17 1.883 -8.256 2.930  -0.0568
C60 1.459 -8.122 1.559  -0.7740
C61 2.186 -7.020 0.872  -0.9162
O24 1.865 -5.768 1.491  0.3156
C62 0.872 -5.103 0.736  -0.1405
H149 0.592 -5.380 5.768  0.3958
H150 0.318 -6.361 4.297  0.2254
H151 1.960 -5.925 5.020  -0.0568
H152 2.491 -8.710 5.339  0.1418
H153 0.999 -9.425 5.911  0.3894
H154 0.878 -9.923 3.675  0.4592
H155 -0.047 -8.381 3.691  0.3787
H156 2.192 -7.359 3.284  0.0198
H157 1.547 -9.055 0.986  0.3829
H158 0.373 -7.973 1.417  0.3276
H159 3.280 -7.077 0.926  0.2262
H160 2.110 -7.078 -0.221  0.5905
H161 -0.043 -5.700 0.698  0.2415
H162 1.182 -4.811 -0.274  0.3056
H163 0.588 -4.135 1.153  -0.7161